(1)
Density functional theory data (wB97M-V/def2-TZVPD) for a molecular structure, C13H36F13MgN2O17S4.

Its spin multiplicity is 1. Its orbital gap is 8.096 eV. The value obtained for the LUMO energy is 0.0617 Eh. The total charge is -1.

Positions of all 86 atoms, in Å:
Mg1 10.90701 -21.82613 1.58001
C1 11.33033 -18.72975 -1.14215
F1 12.47867 -19.29859 -1.39610
F2 11.37883 -17.37610 -1.45518
F3 10.31472 -19.24214 -1.85694
S1 10.84635 -18.79263 0.69593
O1 11.08949 -17.41356 1.21147
O2 9.39714 -19.08166 0.77430
N1 11.71711 -20.19765 1.41008
S2 12.88634 -19.38459 2.01612
O3 13.63724 -18.51771 1.15215
O4 12.70378 -18.85804 3.35411
C2 14.22789 -20.89937 2.11905
F4 14.28864 -21.42597 0.92061
F5 15.42524 -20.47353 2.53245
F6 13.75856 -21.81907 2.96635
C3 9.78606 -26.36674 6.31208
F7 8.89256 -25.69807 6.96186
F8 11.00254 -26.07882 6.69040
F9 9.51136 -27.75543 6.43757
S3 9.64659 -25.84551 4.44584
O5 8.25273 -25.40045 4.19179
O6 10.64474 -24.79443 4.31963
N2 10.20620 -27.28852 3.52925
S4 8.94243 -28.22084 3.52797
O7 9.34587 -29.64032 3.35241
O8 7.96571 -28.04245 4.57367
C4 8.03981 -27.67929 1.81101
F10 6.69882 -27.76791 1.91226
F11 8.36187 -26.38649 1.65613
F12 8.51440 -28.51668 0.83834
F13 11.66771 -23.60325 1.67559
C5 8.10900 -21.65575 -2.55023
O9 8.22667 -22.74311 -1.64137
H1 9.04849 -21.58599 -3.09851
H2 7.30916 -21.77201 -3.28154
H3 8.00254 -20.72876 -1.98678
H4 7.70742 -23.44809 -2.03506
C6 14.16264 -24.98252 3.64722
O10 13.04782 -25.63925 3.12984
H5 14.11442 -24.15082 4.35011
H6 14.76848 -25.76096 4.11097
H7 14.71968 -24.59031 2.79635
H8 12.64096 -24.83312 2.80395
C7 11.61358 -22.85312 7.16267
O11 12.22633 -22.76993 5.86803
H9 10.53071 -22.92305 7.05966
H10 12.11138 -23.69438 7.64494
H11 11.94020 -22.01259 7.77499
H12 13.17744 -22.68190 5.77183
C8 7.04015 -18.74974 3.18953
O12 6.78804 -20.02928 3.81700
H13 6.78329 -17.94806 3.88194
H14 8.08829 -18.61486 2.92252
H15 6.45058 -18.58691 2.28730
H16 7.07925 -20.09509 4.72939
C9 14.72946 -23.99739 -1.24728
O13 15.33201 -22.86541 -1.79841
H17 13.70670 -23.96447 -1.62274
H18 15.28099 -24.93504 -1.31612
H19 14.54423 -23.67081 -0.22398
H20 16.06188 -22.62720 -1.22210
C10 11.56601 -22.30838 -1.37516
O14 10.55944 -22.01996 -0.45324
H21 11.46284 -23.37319 -1.58405
H22 11.49039 -21.83987 -2.35643
H23 12.58409 -22.09748 -1.04785
H24 9.68962 -22.19785 -0.81844
C11 9.91432 -20.87527 4.39176
O15 10.82672 -21.76696 3.70226
H25 10.31503 -20.42599 5.30043
H26 9.55781 -20.09242 3.72231
H27 9.03185 -21.46594 4.63764
H28 11.08487 -22.52247 4.23533
C12 10.82777 -26.46676 -0.18999
O16 11.55294 -26.30377 0.99169
H29 11.46142 -26.13804 -1.01373
H30 10.50443 -27.49907 -0.32379
H31 10.01138 -25.74504 -0.21725
H32 11.65206 -25.35039 1.04503
C13 8.19406 -23.14331 1.71629
O17 8.92542 -21.88364 1.77335
H33 7.50096 -23.18967 0.87631
H34 8.75651 -24.07541 1.77051
H35 7.56187 -23.08938 2.60260
H36 8.20043 -21.29158 1.56012



(2)
Density functional theory data (wB97M-V/def2-TZVPD) for a molecular structure, C13H36I2N15O11S2.

Its spin multiplicity is 1. Its orbital gap is 6.778 eV. The value obtained for the LUMO energy is 0.0689 Eh. The total charge is -1.

Positions of all 79 atoms, in Å:
C1 5.72144 -5.32733 -3.03170
C2 5.35874 -3.98744 -2.89463
C3 5.05329 -3.19472 -4.12191
S1 3.25776 -3.38359 -4.42174
O1 3.06681 -3.60407 -5.82868
O2 2.83658 -4.54535 -3.66575
N1 2.69603 -1.96650 -3.87212
S2 1.07702 -1.91402 -3.86166
O3 0.48895 -2.01151 -5.16828
O4 0.74573 -0.64418 -3.26212
C4 0.41564 -3.13543 -2.72796
I1 0.63114 -2.57230 -0.68497
C5 -0.14986 -4.26472 -3.08087
C6 -0.30710 -4.63525 -4.53036
I2 -0.90162 -5.62524 -1.64827
H1 6.74580 -5.57926 -3.28771
H2 4.97436 -6.09429 -2.83288
H3 5.29950 -3.47321 -1.93818
H4 5.22460 -2.14186 -3.88190
H5 5.61356 -3.54156 -4.98761
H6 -1.11716 -4.02364 -4.92976
H7 -0.62800 -5.66642 -4.66467
H8 0.60126 -4.46380 -5.09842
C7 -2.40113 0.57182 -1.08918
O5 -3.15861 -0.01663 -1.86706
N2 -2.83997 1.14903 0.05793
N3 -1.07299 0.69428 -1.31761
H9 -2.23280 1.64123 0.71062
H10 -3.82057 1.07984 0.25359
H11 -0.70330 0.27478 -2.16140
H12 -0.44604 1.16961 -0.69671
C8 -2.69449 -0.27739 3.59548
O6 -1.66909 0.04612 3.01110
N4 -2.69258 -0.70235 4.88548
N5 -3.91948 -0.23568 2.99537
H13 -3.52009 -0.97497 5.38583
H14 -1.80434 -0.73699 5.35334
H15 -3.95196 0.07378 2.04103
H16 -4.77143 -0.49436 3.45501
C9 -1.16464 4.23201 0.15941
O7 -1.58750 3.35796 0.91719
N6 -1.26260 4.10177 -1.18118
N7 -0.56128 5.37477 0.60939
H17 -0.93240 4.77356 -1.84752
H18 -1.68791 3.25478 -1.52717
H19 -0.47202 5.49148 1.60142
H20 -0.20532 6.08790 0.00188
C10 -1.22665 2.00192 -4.42213
O8 -1.38008 2.84474 -3.53826
N8 -1.86515 0.81052 -4.40627
N9 -0.38505 2.20382 -5.47990
H21 -1.73775 0.10816 -5.11111
H22 -2.48557 0.61678 -3.62310
H23 0.10904 3.07456 -5.51526
H24 -0.23531 1.52688 -6.20361
C11 -3.54392 -3.22156 7.76232
O9 -4.55778 -2.60534 7.48019
N10 -3.01334 -3.23042 9.02298
N11 -2.85035 -3.95381 6.84364
H25 -2.18123 -3.72912 9.27276
H26 -3.49514 -2.70165 9.72587
H27 -3.20943 -3.96932 5.90638
H28 -2.01496 -4.46592 7.05283
C12 3.53083 4.86275 0.05132
O10 3.57774 5.54310 1.06383
N12 4.51922 4.88856 -0.89495
N13 2.49311 4.02396 -0.22202
H29 4.50143 4.33792 -1.73238
H30 5.29902 5.49535 -0.72567
H31 1.74978 3.98128 0.45151
H32 2.43444 3.45802 -1.04878
C13 -0.34452 2.65388 5.23512
O11 -0.76832 1.77364 5.97122
N14 -0.43680 2.59877 3.88324
N15 0.26645 3.78047 5.73269
H33 -0.09394 3.31207 3.26930
H34 -0.87561 1.77738 3.48051
H35 0.35196 3.85331 6.72855
H36 0.62524 4.51733 5.15678



(3)
Density functional theory data (wB97M-V/def2-TZVPD) for 9 unconnected molecules or ions with the total composition C13H37N3O16.

Its spin multiplicity is 1. Its orbital gap is 9.641 eV. The value obtained for the LUMO energy is 0.0017 Eh. Its SMILES is C[N+](=O)[O-].C[N+](=O)[O-].C[N+](=O)[O-].COC(=O)OC.COC(=O)OC.CO.CO.CO.CO.

Positions of all 69 atoms, in Å:
C1 -1.30287 4.63496 4.68967
N1 -1.93313 3.41055 4.12583
O1 -3.11911 3.36604 3.95904
O2 -1.19748 2.45983 3.96281
H1 -0.84813 5.16354 3.85777
H2 -0.61988 4.34584 5.47843
H3 -2.09194 5.24216 5.12604
C2 0.96578 -3.95117 4.43821
N2 -0.01967 -2.87931 4.72870
O3 0.23638 -2.16369 5.67915
O4 -1.08382 -2.88073 4.13385
H4 1.91108 -3.72551 4.91478
H5 1.08296 -4.10652 3.36790
H6 0.58284 -4.89299 4.82739
C3 -3.65033 0.02572 5.20505
N3 -4.57365 0.85489 6.07262
O5 -5.16188 1.78635 5.55534
O6 -4.50311 0.67206 7.27493
H7 -2.81385 -0.23495 5.84225
H8 -3.39271 0.64146 4.35573
H9 -4.21628 -0.86064 4.93049
C4 -1.21014 0.00587 2.20376
O7 -1.23240 -0.70533 0.92515
C5 -0.27281 -0.39983 0.09956
O8 0.71376 0.25540 0.33974
O9 -0.53182 -0.95249 -1.08228
C6 0.46386 -1.03279 -2.07123
H10 -0.20044 -0.18084 2.56353
H11 -1.95899 -0.39718 2.87120
H12 -1.36777 1.05964 2.00858
H13 1.46770 -1.35712 -1.80071
H14 0.63106 -0.08635 -2.60622
H15 0.03130 -1.60952 -2.87899
C7 4.59961 -0.59112 -3.28726
O10 5.27455 0.08132 -4.35189
C8 5.66255 1.34145 -4.24454
O11 5.28676 2.15836 -3.45794
O12 6.54063 1.55269 -5.22100
C9 7.02398 2.86596 -5.43252
H16 4.33142 0.13384 -2.51759
H17 5.24143 -1.39384 -2.93179
H18 3.69266 -1.03749 -3.69504
H19 6.81933 3.52508 -4.58513
H20 6.63764 3.34427 -6.32702
H21 8.11063 2.77613 -5.43168
C10 -5.03228 0.56997 2.13879
O13 -4.27379 -0.62083 2.25480
H22 -5.44910 0.85180 3.10749
H23 -4.38619 1.39359 1.81079
H24 -5.91537 0.48952 1.49232
H25 -3.88367 -0.77768 1.38836
C11 -2.32385 -3.25531 -3.39743
O14 -3.62325 -2.68835 -3.25960
H26 -1.59440 -2.47775 -3.60887
H27 -2.08401 -3.82737 -2.49897
H28 -2.26253 -4.01949 -4.18129
H29 -4.09772 -2.86868 -4.07462
C12 0.78961 -2.83224 -5.92194
O15 1.12705 -1.77915 -5.03650
H30 1.66152 -3.40824 -6.23813
H31 0.08654 -3.44899 -5.36790
H32 0.28609 -2.49314 -6.83204
H33 1.64248 -1.09378 -5.47089
C13 1.42025 2.91133 -1.54834
O16 2.48704 2.13005 -0.95946
H34 0.43437 2.46365 -1.41433
H35 1.38342 3.87562 -1.02984
H36 1.65378 3.06398 -2.60056
H37 1.94830 1.57752 -0.36652



(4)
Density functional theory data (wB97M-V/def2-TZVPD) for a molecular structure, C13H37O10S6V.

Its spin multiplicity is 2. Its orbital gap (alpha / beta) is 5.846 / 4.295 eV. The value obtained for the LUMO energy (alpha / beta) is -0.1613 / -0.2183 Eh. The total charge is +1. As for the expectation value of S²: 0.762.

Positions of all 67 atoms, in Å:
O1 -10.13257 9.26974 -8.30234
V1 -9.70734 10.36577 -9.28741
O2 -6.46928 7.60868 -13.24634
C1 -7.21754 8.04789 -12.24824
O3 -8.41284 8.13270 -12.28297
O4 -6.68710 8.70085 -11.33694
H1 -5.59200 7.91583 -13.00623
C2 -11.42092 16.76402 -8.99813
S1 -11.54577 15.66314 -7.51788
O5 -10.89724 14.36578 -7.99759
C3 -10.28268 16.45886 -6.36522
H2 -10.55440 16.53365 -9.61796
H3 -11.51688 17.80869 -8.70222
H4 -12.26686 16.42475 -9.59595
H5 -10.71097 17.40454 -6.03300
H6 -9.36122 16.69187 -6.89882
H7 -9.96552 15.76088 -5.59041
C4 -6.94878 4.73269 -3.32068
S2 -7.79714 6.19714 -2.57380
O6 -8.24442 7.07837 -3.80062
C5 -9.26853 5.26294 -1.90683
H8 -6.70610 3.92049 -2.63546
H9 -6.08794 5.13624 -3.85381
H10 -7.52811 4.16036 -4.04517
H11 -9.07063 4.65199 -1.02611
H12 -9.63515 4.67911 -2.75113
H13 -10.08605 5.93785 -1.65333
C6 -3.95767 13.01066 -7.65211
S3 -5.01388 12.08406 -6.50735
O7 -6.34278 11.73420 -7.12878
C7 -4.04808 10.53416 -6.56974
H14 -4.43554 13.99031 -7.65699
H15 -3.90152 12.54487 -8.63597
H16 -2.97631 13.22625 -7.22957
H17 -3.97125 10.15288 -5.55149
H18 -3.02147 10.68629 -6.90293
H19 -4.55358 9.78367 -7.17747
C8 -8.44945 12.60717 -15.10434
S4 -7.67052 13.62237 -13.87495
O8 -8.10110 13.08740 -12.49943
C9 -5.89204 13.10065 -14.09017
H20 -8.27602 11.54295 -14.94477
H21 -8.19820 12.93040 -16.11454
H22 -9.48601 12.84916 -14.86968
H23 -5.54185 12.65890 -13.15726
H24 -5.28200 13.99989 -14.17580
H25 -5.76507 12.38642 -14.90371
C10 -13.94619 9.39192 -14.32459
S5 -14.24663 10.59455 -12.94335
O9 -12.93698 11.08316 -12.51783
C11 -14.89347 11.97958 -13.98933
H26 -13.16393 9.83216 -14.94295
H27 -14.85713 9.26410 -14.90934
H28 -13.65779 8.41503 -13.93652
H29 -14.59921 12.86670 -13.42849
H30 -15.93997 11.91053 -14.28623
H31 -14.33980 12.15305 -14.91207
C12 -16.18490 7.30145 -5.30473
S6 -15.95124 7.85032 -7.05279
O10 -14.96757 8.96754 -7.12004
C13 -14.98047 6.47510 -7.73365
H32 -16.68862 6.33647 -5.36113
H33 -16.74777 7.98871 -4.67311
H34 -15.19049 7.09863 -4.90711
H35 -15.22040 5.42452 -7.56987
H36 -13.91765 6.63186 -7.54941
H37 -14.92311 6.53713 -8.82036



(5)
Density functional theory data (wB97M-V/def2-TZVPD) for a molecular structure, C13H38BrClNO18P5Si.

Its spin multiplicity is 1. Its orbital gap is 6.752 eV. The value obtained for the LUMO energy is -0.0908 Eh.

Positions of all 78 atoms, in Å:
N1 -2.06340 -1.78077 3.16250
C1 -1.88638 -1.04986 2.32568
O1 -1.70789 -0.04823 1.49074
Si1 -2.90004 1.16931 1.79993
Cl1 -4.67832 0.22473 2.34877
P1 -2.26430 2.51698 3.45935
O2 -3.16289 2.00649 4.78682
Br1 -0.08902 2.13731 3.97343
H1 -3.12909 1.98335 0.60989
H2 -3.10873 1.03336 4.81895
C2 -5.15209 8.04136 -0.17136
O3 -5.90395 6.93717 -0.69289
P2 -6.37920 5.77922 0.45553
O4 -5.15425 4.91089 0.33052
O5 -7.58676 5.27659 -0.50399
C3 -7.34468 5.05232 -1.88744
O6 -7.08360 4.92644 1.73971
C4 -7.32972 5.69499 2.92719
H3 -4.92778 8.72128 -0.99076
H4 -5.73605 8.57663 0.57935
H5 -4.21769 7.68927 0.27146
H6 -6.32538 4.70864 -2.06979
H7 -7.53080 5.97009 -2.44590
H8 -8.04136 4.29052 -2.23591
H9 -8.03281 6.50541 2.72077
H10 -6.39518 6.11179 3.31533
H11 -7.76033 5.04023 3.68214
C5 -0.83963 1.71537 -3.97660
O7 0.59082 1.64709 -3.91829
P3 1.25877 1.82299 -2.36643
O8 1.41105 3.31998 -2.41687
O9 2.62452 1.06625 -2.81042
C6 3.25865 1.41250 -4.03710
O10 1.70370 1.64047 -0.73918
C7 0.70387 1.01020 0.07480
H12 -1.14847 1.56702 -5.00943
H13 -1.28209 0.92964 -3.36147
H14 -1.18756 2.69210 -3.63246
H15 3.11364 2.46486 -4.28463
H16 2.86945 0.78628 -4.84011
H17 4.32599 1.21786 -3.93555
H18 0.50251 -0.00212 -0.28557
H19 -0.22252 1.59340 0.06145
H20 1.06744 0.95337 1.09987
C8 5.33917 -3.46466 1.66841
O11 5.16258 -2.39891 2.61010
P4 5.15327 -0.83933 1.93529
O12 6.63469 -0.59490 2.05542
O13 4.33029 -0.24370 3.20286
C9 4.73043 -0.58036 4.52470
O14 4.79413 0.56086 1.05712
C10 4.17775 0.34160 -0.22499
H21 5.30463 -4.41115 2.20460
H22 4.53479 -3.44929 0.93068
H23 6.30391 -3.37041 1.16439
H24 5.80880 -0.72960 4.59573
H25 4.21008 -1.48319 4.84689
H26 4.44338 0.23664 5.18632
H27 3.21909 -0.16284 -0.10254
H28 4.83055 -0.26244 -0.86436
H29 4.01163 1.30041 -0.70269
C11 0.87912 -8.92199 -2.38614
O15 2.11156 -8.26573 -2.06886
P5 1.95358 -6.67558 -1.46537
O16 2.02971 -6.10294 -2.86534
O17 3.42168 -6.73535 -0.77476
C12 4.50394 -7.34987 -1.46459
O18 1.70701 -5.12918 -0.79133
C13 0.50400 -4.97894 -0.02323
H30 1.10560 -9.92744 -2.73576
H31 0.24754 -8.99281 -1.49882
H32 0.35047 -8.37713 -3.17172
H33 4.41509 -7.23037 -2.54519
H34 4.54584 -8.40958 -1.21184
H35 5.42946 -6.88023 -1.13249
H36 0.51038 -5.65259 0.83682
H37 -0.37471 -5.18538 -0.64246
H38 0.44529 -3.95289 0.33563



(6)
Density functional theory data (wB97M-V/def2-TZVPD) for a molecular structure, C13H39Cl2HgO16P3.

Its spin multiplicity is 1. Its orbital gap is 9.305 eV. The value obtained for the LUMO energy is 0.0224 Eh.

Positions of all 74 atoms, in Å:
Hg1 -0.31644 0.35763 0.23716
Cl1 -2.23458 -0.45344 -1.15037
Cl2 1.68969 0.96484 1.72272
C1 -3.73999 -0.95412 3.97576
O1 -2.88759 0.10558 4.40548
P1 -2.39653 1.18958 3.37802
O2 -1.74812 0.63339 2.19777
O3 -3.67011 2.06710 3.04212
C2 -4.47446 2.61251 4.09758
O4 -1.50661 2.07625 4.30552
C3 -0.76552 3.14495 3.68438
H1 -4.78197 -0.63362 3.96562
H2 -3.66166 -1.76992 4.69261
H3 -3.43123 -1.34986 3.00756
H4 -4.17064 2.21410 5.06264
H5 -5.50213 2.35803 3.84576
H6 -4.40529 3.70005 4.11966
H7 -0.82301 4.01073 4.33858
H8 -1.18354 3.42557 2.71322
H9 0.26069 2.82621 3.51171
C4 1.81396 -5.11918 -1.41771
O5 1.20475 -3.85905 -1.11702
P2 2.00121 -2.50085 -1.37815
O6 1.30026 -1.36134 -0.81280
O7 3.45283 -2.76854 -0.83165
C5 3.78455 -2.29761 0.48381
O8 2.25510 -2.48857 -2.93284
C6 1.09595 -2.69757 -3.76598
H10 1.95271 -5.67540 -0.49037
H11 2.80757 -5.00460 -1.85290
H12 1.16470 -5.66390 -2.09840
H13 3.59301 -3.09630 1.20507
H14 3.14180 -1.47756 0.82151
H15 4.81977 -1.97466 0.49838
H16 1.26107 -2.12437 -4.67255
H17 0.17360 -2.35830 -3.29289
H18 1.01639 -3.76208 -3.98436
C7 3.90361 0.91407 -1.50002
O9 3.28652 1.95411 -2.26601
P3 1.85880 1.67531 -2.84500
O10 0.80334 1.35819 -1.90354
O11 1.66352 3.01336 -3.66131
C8 0.34510 3.32570 -4.11777
O12 2.01779 0.54580 -3.95225
C9 3.17548 0.51777 -4.79451
H19 3.72596 1.12201 -0.44352
H20 4.98965 0.91767 -1.60898
H21 3.53658 -0.06459 -1.79139
H22 0.42616 3.79000 -5.09774
H23 -0.12039 4.03412 -3.43235
H24 -0.29290 2.44328 -4.18070
H25 2.81578 0.57094 -5.82694
H26 3.63961 -0.46008 -4.68384
H27 3.84605 1.36289 -4.66678
C10 -0.76874 -2.95441 1.19251
C11 0.01711 -4.13673 1.70807
O13 -0.37262 -4.51421 3.03597
O14 -0.22501 -1.71475 1.62846
H28 -1.78773 -3.03352 1.58925
H29 -0.83566 -2.97734 0.10809
H30 1.09239 -3.92845 1.68534
H31 -0.12448 -5.02147 1.08477
H32 0.15261 -3.99540 3.65114
H33 -0.30887 -1.67340 2.58600
C12 -3.11451 3.31125 0.02095
C13 -1.85467 3.27650 -0.77957
O15 -0.76191 2.75560 -0.00698
O16 -3.06657 4.48890 0.82587
H34 -3.20571 2.40810 0.62512
H35 -3.96070 3.37000 -0.67539
H36 -1.59454 4.30132 -1.06783
H37 -1.88556 2.70245 -1.70395
H38 -0.25712 3.48129 0.36786
H39 -3.84852 4.53807 1.38228



Listing calculated total energy for the structures above in their given order: -135962.612 -96815.628 -51300.260 -125237.178 -189324.682 -103967.955 eV.